Entry 1:
ORCA calculation (the ωB97M-V functional and the def2-TZVPD basis) on a structure of composition C24H29N8S3Zr.

For the relative energy (zero: lowest compared OMol25 entry of this formula, charge and spin), the calculation gives 8.3 kcal per mole. As for the total charge: +3.

Each line ends with the Löwdin charge.
Cartesian coordinates (Å):
C  -0.5367  5.3715  -0.7329  0.00
H  -1.1013  -1.1114  -0.5478  0.07
C  2.8836  -3.8235  0.6117  -0.21
H  1.1838  0.4488  1.5963  0.12
Zr  1.1814  1.4003  -1.1302  1.67
C  -1.8896  -3.4009  -0.6866  -0.07
H  -3.5643  -2.9377  -2.8426  0.09
H  -1.3355  -3.1362  -1.5959  0.07
C  -3.2246  1.5350  -0.7409  -0.42
C  -2.0302  0.8333  -0.6874  -0.28
H  1.8099  2.5531  4.1376  0.10
H  -4.0701  -4.3598  -1.9246  0.10
H  -1.3010  -3.1171  0.1918  0.08
N  2.8304  1.5387  1.6321  -0.05
H  2.2809  -5.4761  1.8501  0.10
H  -5.3684  -1.0383  -0.7928  0.13
H  -1.5612  5.7253  -0.7372  0.12
C  3.8565  1.5848  0.7542  -0.68
C  -0.2314  4.0175  -0.7242  -0.27
C  -4.0181  -3.2170  0.5951  -0.02
N  0.7534  -0.4333  -2.8119  0.05
N  1.5035  1.3455  1.2200  0.05
N  4.9178  1.7575  1.5173  0.09
C  -4.0444  -3.2698  -1.9194  -0.02
C  1.3176  -1.3063  -1.8270  -0.72
H  -1.9766  -4.4871  -0.6768  0.10
S  2.0026  -2.8480  -1.8875  1.26
N  1.3428  -0.7792  -0.6314  -0.22
H  5.8807  1.8424  1.2156  0.19
H  -0.2626  -0.5629  -2.8490  0.12
H  -5.0322  -2.8204  0.6376  0.09
C  1.8052  -4.6791  1.2828  -0.06
H  -3.4887  -2.8911  1.4926  0.10
H  3.1601  1.8093  5.0058  0.11
H  1.2005  -4.0833  1.9654  0.08
H  3.5513  -3.3729  1.3477  0.13
H  0.9364  2.1048  1.5985  0.14
H  -4.0930  -4.3046  0.6207  0.10
C  0.4990  6.2972  -0.7365  0.00
C  2.5013  1.7081  4.1469  0.03
C  1.8193  5.8669  -0.7361  -0.02
H  -5.3866  1.4056  -0.8187  0.13
H  0.2743  7.3552  -0.7388  0.13
C  -2.0230  -0.5594  -0.6601  0.01
C  -3.2250  -1.2492  -0.7074  -0.13
C  2.1201  4.5087  -0.7274  -0.10
S  -2.9263  3.2460  -0.7578  1.28
H  3.5042  -4.4324  -0.0476  0.12
C  -1.2683  2.9874  -0.7108  -0.53
N  -0.9004  1.6831  -0.6820  -0.12
H  1.1497  -5.1432  0.5450  0.08
C  3.3313  1.6943  2.9202  -0.27
H  3.1595  4.2056  -0.7433  0.07
N  1.8758  -1.5744  0.3315  0.07
C  2.2831  -2.7025  -0.1757  -0.52
H  -5.0774  -2.9241  -1.9336  0.09
H  1.9314  0.7832  4.2496  0.10
C  1.1058  3.5441  -0.7226  -0.28
S  3.7759  1.4261  -0.9555  0.70
C  -4.4260  -0.5088  -0.7648  0.02
N  4.6164  1.8347  2.8489  0.19
H  1.1307  -0.5511  -3.7502  0.13
H  2.6204  6.5943  -0.7438  0.13
C  -3.2845  -2.7748  -0.6799  -0.55
C  -4.4493  0.8675  -0.7761  -0.02

Cartesian forces, eV/Å:
C 0.04 0.12 -0.03
H 0.03 0.07 0.00
C 0.10 0.17 -0.11
H -0.01 0.01 0.04
Zr 0.63 0.14 -0.32
C 0.08 -0.02 -0.03
H 0.00 0.00 0.01
H -0.01 0.01 0.01
C -0.19 0.00 -0.01
C 0.24 0.13 -0.01
H 0.00 0.00 0.03
H 0.00 0.00 0.01
H -0.02 0.01 0.01
N -0.10 0.03 -0.19
H 0.00 0.01 0.01
H 0.00 0.01 -0.01
H -0.01 -0.05 0.00
C 0.02 -0.08 -0.20
C -0.15 -0.06 0.11
C -0.02 -0.03 0.03
N 0.01 0.07 0.25
N 0.03 -0.03 0.21
N 0.00 0.07 0.16
C -0.03 -0.02 -0.02
C -0.05 0.26 -0.07
H -0.03 0.00 0.01
S -0.02 -0.15 -0.19
N -0.10 -0.41 0.34
H 0.01 0.01 0.02
H -0.01 -0.04 -0.13
H 0.01 0.00 -0.01
C -0.05 -0.04 0.01
H 0.00 0.01 -0.01
H -0.01 0.01 0.01
H 0.01 0.00 0.01
H -0.05 -0.03 0.06
H -0.03 -0.04 0.05
H 0.01 0.00 -0.01
C 0.00 -0.03 0.00
C 0.02 0.01 -0.07
C 0.01 0.02 0.00
H 0.01 0.01 0.01
H 0.00 0.00 -0.01
C -0.07 -0.12 0.00
C -0.05 -0.02 0.00
C -0.04 -0.05 -0.02
S -0.20 0.08 -0.01
H -0.02 -0.01 0.00
C 0.21 -0.14 0.04
N -0.35 0.10 0.02
H 0.00 0.01 0.00
C 0.10 0.04 0.16
H 0.01 0.03 0.00
N 0.00 0.11 -0.24
C 0.02 -0.17 0.26
H 0.01 0.01 0.01
H 0.01 -0.01 0.01
C -0.05 0.07 -0.07
S -0.01 0.03 0.09
C 0.03 -0.03 0.00
N -0.08 -0.08 -0.18
H 0.02 -0.03 0.00
H 0.00 0.00 0.00
C 0.00 0.08 0.00
C 0.07 -0.03 -0.01


Entry 2:
ORCA calculation (the ωB97M-V functional and the def2-TZVPD basis) on the molecule C4H4N2O2.

For the relative energy (zero: lowest compared OMol25 entry of this formula, charge and spin), the calculation gives 152.2 kcal per mole. The SMILES is Oc1[nH]nc2c1CO2.

Each line ends with the Löwdin charge.
Cartesian coordinates (Å):
H  -1.8890  -1.6743  0.7143  0.26
N  -1.1484  1.4638  -0.0969  0.02
C  0.8955  0.9199  -0.2251  -0.25
O  2.3110  0.3281  -0.0329  -0.06
O  -2.2629  -0.8017  0.0046  -0.05
N  0.1707  2.0235  0.1337  0.11
H  1.8266  -1.6260  -0.7593  0.09
H  -1.8021  2.2335  0.0759  0.14
C  -1.1903  0.0294  -0.3554  -0.24
H  1.4463  -1.5648  0.9223  0.08
C  0.1831  -0.2766  -0.4181  -0.10
C  1.4596  -1.0547  0.0370  0.02

Cartesian forces, eV/Å:
H -1.38 4.28 -3.40
N 1.12 -0.38 0.67
C 0.66 0.33 1.43
O -5.07 -0.62 0.54
O 2.26 -2.24 1.95
N 0.19 -3.74 -2.28
H 0.85 -1.04 -0.89
H -0.38 -1.32 -0.47
C 2.06 1.05 2.86
H 0.14 -0.68 2.59
C -0.10 0.62 0.70
C -0.34 3.74 -3.68


Entry 3:
ORCA calculation (the ωB97M-V functional and the def2-TZVPD basis) on a cluster of 2 separate species, C4H9NO in total.

For the relative energy (zero: lowest compared OMol25 entry of this formula, charge and spin), the calculation gives 186.6 kcal per mole.

Each line ends with the Löwdin charge.
Cartesian coordinates (Å):
O  -1.3856  -0.8535  -0.8283  -0.19
H  1.1572  -1.8907  -0.0038  0.23
H  1.5568  1.3788  0.9994  0.12
H  -3.5236  -1.9497  0.0134  0.11
H  -2.6850  -0.8850  1.0988  0.11
H  3.4762  1.5740  -0.2127  0.12
C  1.8472  0.4952  0.4008  -0.43
H  2.4804  -0.1327  0.8179  0.04
C  0.8857  -0.4558  0.0335  -0.10
C  -2.8365  -0.8589  -0.1428  -0.09
H  -1.0088  0.7935  0.2537  0.11
H  1.8148  1.9492  -0.8766  0.10
H  -3.8260  -0.1898  -0.6822  0.14
N  2.5601  1.1329  -0.7377  -0.05
C  -0.5130  -0.1074  -0.1333  -0.23

Cartesian forces, eV/Å:
O -3.90 -1.30 1.30
H -0.75 5.00 -0.37
H -0.55 -1.15 0.67
H 2.82 2.31 -1.69
H -0.19 1.44 -3.43
H -2.98 -0.85 -1.99
C 0.02 3.37 -0.87
H 3.87 -1.95 2.96
C -7.70 -4.38 -1.50
C -2.41 -2.00 2.12
H 0.91 0.19 -0.08
H 2.78 -1.62 -0.39
H 3.90 -1.33 1.71
N 0.36 3.13 1.07
C 3.81 -0.85 0.49


Entry 4:
ORCA calculation (the ωB97M-V functional and the def2-TZVPD basis) on a cluster of 2 separate species, C21H40FN2O10 in total.

As for the total charge: -1.

Each line ends with the Löwdin charge.
Cartesian coordinates (Å):
H  -1.7266  -2.7597  0.5121  0.17
C  -1.5756  -1.2349  2.0525  -0.10
O  0.4746  1.4308  -5.0535  0.12
H  -1.7058  0.6374  3.9358  0.11
C  -1.4813  -0.2264  -2.4601  -0.15
C  1.6176  -2.8021  -3.2918  -0.55
O  -1.1156  -0.9307  -0.2237  -0.09
C  1.0975  2.4688  0.8008  -0.10
N  3.6020  -1.8186  0.1024  -0.06
H  -0.9269  -0.3644  2.1971  0.11
H  2.9639  0.1365  -0.5189  0.11
H  6.4729  0.0392  0.0202  0.08
C  -1.0118  1.1387  -1.9562  -0.18
H  1.2272  1.3941  0.6295  0.06
H  3.2451  -2.2810  -0.7544  0.07
H  1.5171  -1.8826  -3.9270  0.07
O  -2.9249  -0.8277  1.8824  -0.08
C  -3.4563  -0.1503  2.9957  -0.27
H  -3.0050  -0.7546  -1.0335  0.12
C  -1.0924  -1.9046  0.7785  -0.36
H  1.3765  2.9997  -0.1084  0.09
H  -0.0700  1.5197  2.7185  0.11
H  0.9741  -0.5005  1.2734  0.10
H  2.9243  -1.6268  2.0967  0.10
H  6.1864  -0.9580  1.4650  0.08
C  1.2252  -1.4168  0.7168  -0.18
H  -0.5463  3.1117  -2.6600  0.12
H  4.0567  0.0983  1.8733  0.13
O  1.6321  1.7435  -3.1574  0.08
H  -0.0957  0.9939  -1.3806  0.10
H  4.7625  2.0022  -0.0752  0.08
O  1.8866  -2.5469  -1.9941  -0.31
C  3.8630  -0.4292  -0.2151  -0.21
O  -5.8542  -0.0514  3.1591  0.14
H  -0.5226  3.1924  3.0810  0.13
H  -3.6071  -0.8115  3.8594  0.16
H  2.4186  -3.3842  -3.8181  0.08
H  -4.3967  0.6843  0.6315  0.15
H  -2.7688  2.8661  2.2600  0.12
H  -2.2686  1.4762  1.3248  0.10
H  -2.3204  -0.0893  -3.1537  0.12
F  -6.5522  2.5267  1.8893  0.12
H  6.5210  0.7876  1.6276  0.07
C  -2.5900  1.0398  3.4326  -0.12
C  -0.6759  2.3683  2.3678  -0.24
C  -2.1459  1.9696  2.2928  -0.16
H  4.5353  -0.4096  -1.0829  0.12
H  1.2767  -1.2281  -0.3572  0.09
H  -1.4655  -1.8979  2.9189  0.15
H  -3.1516  1.5828  4.2002  0.13
H  0.3982  -4.5761  -2.9956  0.05
O  -6.8313  1.2132  0.1401  0.19
C  -0.7285  2.1267  -3.0979  -0.10
H  -0.5369  -3.0771  -3.1093  0.03
H  -1.5742  2.1665  -3.7868  0.12
H  -0.6673  -0.7401  -2.9799  0.11
C  -6.1678  1.5436  1.0500  -0.51
C  -4.8571  0.2632  2.5747  -0.38
C  0.3256  -3.6154  -3.5130  -0.13
N  -4.9004  1.0726  1.4244  0.19
C  4.5386  0.3354  0.9227  -0.42
O  -0.2538  2.7838  1.0872  -0.19
C  -1.9921  -1.0897  -1.3159  -0.19
C  2.5834  -2.0051  1.1262  -0.19
C  0.4818  1.7392  -3.9011  -0.53
H  2.3198  2.2184  -3.6386  0.12
H  0.1414  -3.8064  -4.5783  0.05
H  -1.7708  1.5756  -1.2991  0.11
H  1.7644  2.7847  1.6117  0.09
H  -2.0626  -2.1435  -1.6073  0.12
O  4.3366  1.7518  0.7529  -0.07
O  0.1962  -2.3852  0.9953  -0.05
H  2.4277  -3.0807  1.2434  0.12
C  6.0267  0.0247  1.0202  -0.06

Cartesian forces, eV/Å:
H 0.02 0.05 0.01
C 0.20 0.08 0.09
O 0.03 0.21 -0.61
H -0.11 -0.02 0.04
C -0.13 0.03 0.06
C 0.05 -0.11 -0.23
O -0.08 0.00 0.03
C 0.12 0.03 0.09
N 0.34 -0.17 0.17
H -0.09 -0.10 0.04
H 0.01 -0.07 0.10
H 0.03 -0.05 0.08
C 0.09 -0.14 -0.21
H 0.00 0.14 0.04
H -0.08 0.18 0.01
H -0.04 0.03 0.07
O -0.02 -0.15 -0.03
C -0.01 0.11 -0.02
H 0.06 -0.02 0.06
C -0.08 -0.01 -0.03
H -0.03 -0.03 0.01
H -0.03 0.02 -0.10
H 0.21 -0.05 -0.13
H -0.05 0.01 -0.05
H 0.03 0.00 -0.13
C 0.16 0.00 0.34
H 0.00 0.01 -0.12
H -0.03 0.11 -0.05
O -0.22 0.71 0.44
H -0.17 0.12 0.13
H -0.07 -0.03 0.01
O 0.03 0.15 0.14
C -0.13 0.05 -0.09
O -0.33 0.17 0.47
H 0.02 -0.11 0.06
H 0.13 -0.13 -0.15
H 0.03 0.02 0.06
H 0.20 0.01 0.18
H 0.02 -0.06 -0.03
H 0.06 -0.07 0.11
H 0.16 -0.08 -0.11
F 0.02 -0.32 -0.10
H -0.01 -0.12 0.07
C -0.10 0.27 0.15
C 0.02 0.06 0.04
C 0.01 0.03 -0.14
H -0.10 0.01 0.01
H -0.21 -0.07 -0.01
H -0.11 -0.07 -0.09
H 0.07 -0.01 -0.03
H -0.01 0.03 0.05
O -0.23 0.02 -0.62
C -0.11 -0.33 0.22
H -0.01 -0.01 0.05
H 0.04 0.11 0.05
H -0.02 0.02 0.02
C 0.33 0.16 0.78
C 0.43 0.12 -0.10
C 0.02 -0.01 -0.03
N -0.43 -0.07 -0.49
C 0.12 0.09 -0.19
O -0.11 0.06 -0.07
C -0.09 -0.01 -0.07
C -0.36 -0.21 -0.25
C 0.06 -0.18 0.35
H 0.13 -0.54 -0.29
H 0.01 0.01 -0.01
H 0.12 0.00 0.04
H 0.00 -0.02 -0.08
H 0.07 0.05 -0.02
O 0.09 -0.05 0.01
O 0.10 -0.01 -0.07
H 0.06 0.04 -0.01
C -0.09 0.12 0.08


Number 1: gap between HOMO and LUMO 6.461 eV, HOMO energy -16.67 eV, maximum force 0.72 eV/A. Number 2: gap between HOMO and LUMO 8.867 eV, HOMO energy -9.15 eV, maximum force 5.64 eV/A. Number 3: gap between HOMO and LUMO 8.993 eV, HOMO energy -8.34 eV, maximum force 8.99 eV/A. Number 4: gap between HOMO and LUMO 5.833 eV, HOMO energy -3.42 eV, maximum force 0.86 eV/A.